Formula: C11H16InN5O2S
Source: the Open Molecules 2025 dataset
Level of theory: the ωB97M-V functional and the def2-TZVPD basis

```
! wB97M-V def2-TZVPD RIJCOSX def2/J DEFGRID3
* xyz 2 1
In -0.25826 1.06876 -0.28692
C 1.21755 -3.24840 -1.03504
C 1.05556 -1.80671 -0.68849
N 0.48472 -0.92443 -1.41657
N -0.00701 -1.16754 -2.65121
C -0.55861 -0.16488 -3.37063
N -0.85290 -0.40586 -4.63258
S -0.91271 1.37771 -2.72414
C 1.63211 -1.27478 0.57309
C 2.51931 -2.00976 1.33764
C 3.12166 -1.40950 2.44179
C 2.82324 -0.09519 2.74877
C 1.90176 0.57768 1.95592
N 1.33032 -0.00607 0.90485
H 0.56684 -3.55709 -1.85059
H 0.97330 -3.85884 -0.16601
H 2.24996 -3.47099 -1.31427
H 0.18576 -2.05210 -3.10243
H -0.58690 -1.25321 -5.11345
H -1.28865 0.31806 -5.18458
H 2.76221 -3.03058 1.08106
H 3.81882 -1.97322 3.04691
H 3.28613 0.40780 3.58544
H 1.60345 1.59978 2.15884
N -2.41205 0.64480 0.48293
C -2.79014 1.64708 1.52888
C -2.48117 3.08014 1.08571
C -1.04038 3.48004 1.36512
O -0.73814 4.39766 2.06672
O -0.08291 2.69923 0.81302
H -3.03769 0.76369 -0.31137
H -2.58461 -0.29222 0.83709
H -2.24374 1.41074 2.44168
H -3.85390 1.55137 1.74219
H -3.11031 3.77628 1.63340
H -2.69262 3.20057 0.01722
*
```

Calculated values
Highest occupied orbital energy: -0.56454 hartree
Orbital gap: 7.762 eV
DFT total energy: -39208.00730 eV
Maximum force: 0.015 hartree/bohr